1.
Below is a molecular structure, C29H39BN6O6PS2Ti, with properties calculated with wB97M-V/def2-TZVPD.

Results
**HOMO energy**: -10.146 eV
**ΔE to the lowest compared entry with this formula, charge and spin**: 0.351 eV
**Net charge**: +1
**Kohn-Sham gap**: 6.96 eV

Last column: Löwdin charge in e.
Geometry (Å):
Ti -0.594 0.304 0.424  0.721
S 0.097 -1.967 1.542  0.737
S -2.880 -0.633 0.935  0.769
P 2.032 -0.100 0.040  0.689
O 2.156 -1.270 -1.015  -0.280
O 2.950 1.100 -0.502  -0.254
O -3.350 1.476 -2.834  -0.065
O -0.490 0.766 2.259  -0.256
O -1.460 1.199 -0.944  -0.197
O 2.900 -0.579 1.266  -0.275
N 0.848 2.542 1.822  0.118
N -1.024 -3.143 -0.684  0.021
N -4.688 -1.049 -1.062  -0.101
N -0.752 -4.476 1.015  -0.113
N 0.218 2.288 0.602  -0.080
N -2.644 -1.482 -1.665  0.017
C -1.487 2.308 -1.668  -0.197
C -0.377 -4.961 2.331  -0.021
C -3.408 -1.042 -0.654  -0.652
C 0.871 0.464 6.173  -0.063
C -0.579 4.512 -2.183  -0.033
C 0.390 1.674 2.660  -0.406
C -0.590 -3.209 0.583  -0.653
C 2.131 2.495 5.876  -0.067
C 3.708 1.522 -2.751  -0.051
C -0.588 3.345 -1.400  -0.143
C 5.013 0.019 2.258  -0.055
C 0.186 3.298 -0.196  -0.036
C 3.401 -1.973 -1.273  -0.243
C -5.831 -0.654 -0.255  -0.012
C -2.413 3.624 -3.454  0.006
C -4.429 1.726 -3.724  -0.055
C 2.607 1.753 -1.745  -0.264
C -4.741 -1.524 -2.359  -0.047
C -1.302 -5.229 -0.005  -0.027
C 3.535 0.309 2.234  -0.241
C 1.726 1.432 6.677  -0.069
C -2.455 2.477 -2.681  -0.195
C 3.224 -2.756 -2.548  -0.059
C 1.683 2.585 4.570  -0.027
C -1.474 4.633 -3.214  -0.062
C -1.473 -4.398 -1.053  -0.033
C -3.468 -1.780 -2.729  -0.040
C 0.416 0.549 4.865  -0.013
C 0.826 1.608 4.063  -0.165
B -1.158 -1.887 -1.563  -0.461
H 5.476 0.282 1.307  0.081
H -5.130 0.910 -3.582  0.076
H 1.650 1.365 -2.113  0.114
H 5.198 -1.035 2.461  0.085
H -5.672 -1.622 -2.889  0.129
H 3.752 0.474 -3.049  0.068
H -1.480 5.518 -3.835  0.112
H -0.474 -0.998 -1.059  0.016
H -0.707 -2.076 -2.659  0.106
H -1.867 -4.593 -2.034  0.128
H 4.094 -3.389 -2.722  0.086
H 0.711 4.195 0.126  0.149
H -0.881 -5.907 2.505  0.096
H 4.671 1.810 -2.331  0.089
H -3.071 -2.138 -3.662  0.130
H -4.089 1.731 -4.762  0.104
H 3.105 -2.092 -3.404  0.078
H 1.989 3.407 3.937  0.114
H 2.344 -3.395 -2.481  0.080
H 0.702 -5.100 2.394  0.099
H -1.511 -6.276 0.116  0.126
H 4.207 -1.240 -1.349  0.114
H 2.077 1.364 7.698  0.108
H 2.793 3.251 6.275  0.108
H 0.120 5.306 -1.952  0.119
H -5.522 0.135 0.426  0.075
H -0.247 -0.204 4.461  0.114
H -3.123 3.754 -4.258  0.110
H 0.556 -0.359 6.800  0.108
H 3.331 1.344 1.960  0.104
H -6.609 -0.281 -0.916  0.096
H 2.484 2.812 -1.522  0.113
H 5.486 0.607 3.045  0.086
H -4.918 2.675 -3.493  0.103
H -6.206 -1.501 0.317  0.102
H 3.530 2.121 -3.645  0.088
H -0.689 -4.237 3.080  0.080
H 3.058 0.099 3.191  0.118
H 3.599 -2.616 -0.416  0.123



2.
Below is 2 unconnected molecules or ions with the total composition C4H11N2O3, with properties calculated with wB97M-V/def2-TZVPD.

Results
**HOMO energy**: -14.197 eV
**ΔE to the lowest compared entry with this formula, charge and spin**: 3.100 eV
**Net charge**: +1
**Kohn-Sham gap**: 11.32 eV

Last column: Löwdin charge in e.
Geometry (Å):
O 2.035 -1.280 0.051  0.098
O -0.545 -2.204 -0.032  -0.003
O -1.192 2.151 -0.315  0.013
N 2.680 0.890 0.179  0.183
N 0.012 0.123 0.402  0.059
C -1.175 1.056 0.567  -0.261
C -0.859 -0.857 -0.407  -0.306
C 1.915 -0.035 -0.353  -0.287
C -2.142 -0.134 -0.013  0.017
H 3.354 1.402 -0.405  0.157
H 3.043 0.713 1.077  0.116
H 1.321 -1.822 -0.390  0.126
H -2.908 -0.630 0.567  0.130
H -2.488 0.241 -0.863  0.062
H 1.580 0.019 -1.415  0.177
H 0.127 -0.296 1.287  0.119
H -1.177 1.238 1.751  0.196
H -1.321 -2.730 -0.176  0.109
H -0.625 -0.811 -1.503  0.168
H -1.635 2.964 -0.011  0.128